Record 1
A 2-piece molecular cluster, C4H11NO3 overall at a distorted geometry. Source: the OMol25 dataset; level of theory: ωB97M-V with the def2-TZVPD basis set.

Properties
LUMO level ... 0.64 eV
Charge ... 0
Molecular weight ... 121.1 g mol⁻¹
SMILES string ... CCNCC(=O)O.O

Positions of all 19 atoms, in Å:
C1 2.127 -0.943 -0.417
C2 0.483 -1.036 -0.391
N1 -0.107 0.293 -0.006
C3 -1.023 -0.108 1.214
C4 -0.339 -1.042 2.254
O1 -0.303 -0.560 3.527
O2 0.173 -2.096 2.068
H1 2.660 -0.946 0.569
H2 2.561 -0.022 -0.874
H3 2.612 -1.792 -0.984
H4 0.298 -1.933 0.133
H5 0.109 -1.250 -1.398
H6 0.672 0.854 0.427
H7 -1.525 0.936 1.492
H8 -1.818 -0.719 0.753
H9 0.285 -1.043 4.066
H10 -2.037 3.274 -4.671
H11 -2.262 4.120 -3.396
O3 -2.566 4.012 -4.369

Record 2
One molecule with the formula C23H23N5O3 at a distorted geometry. Source: the OMol25 dataset; level of theory: ωB97M-V with the def2-TZVPD basis set.

Properties
LUMO level ... 0.55 eV
Charge ... 0
Molecular weight ... 417.5 g mol⁻¹
SMILES string ... COc1cccc2[nH]c3c(N4CCN(Cc5ccc6c(c5)OCO6)CC4)ncnc3c12

Positions of all 54 atoms, in Å:
C1 4.473 3.492 4.215
H1 4.782 4.265 4.917
H2 3.395 3.533 4.049
H3 4.730 2.508 4.619
O1 5.206 3.748 3.033
C2 5.085 2.931 1.964
C3 6.161 2.995 1.078
C4 6.239 2.217 -0.066
C5 5.241 1.316 -0.376
C6 4.154 1.257 0.482
N1 3.054 0.451 0.351
C7 2.159 0.739 1.356
C8 0.870 0.272 1.677
N2 0.214 0.892 2.665
C9 0.815 1.856 3.338
N3 2.035 2.310 3.177
C10 2.722 1.749 2.174
C11 4.024 2.061 1.645
H4 0.226 2.321 4.118
N4 0.224 -0.790 1.118
C12 0.735 -1.600 0.044
H5 1.822 -1.649 0.075
C13 0.204 -1.090 -1.300
N5 -1.242 -1.175 -1.267
C14 -1.858 -0.857 -2.544
C15 -3.310 -1.256 -2.552
C16 -4.290 -0.390 -3.004
C17 -5.637 -0.748 -3.030
C18 -5.958 -2.003 -2.578
C19 -4.975 -2.881 -2.114
C20 -3.649 -2.535 -2.095
H6 -2.891 -3.207 -1.732
O2 -5.565 -4.055 -1.724
C21 -6.947 -3.891 -1.957
O3 -7.185 -2.606 -2.489
H7 -7.496 -4.005 -1.009
H8 -7.295 -4.655 -2.670
H9 -6.396 -0.071 -3.385
H10 -4.010 0.594 -3.351
H11 -1.761 0.215 -2.793
H12 -1.330 -1.429 -3.315
C22 -1.777 -0.360 -0.188
H13 -2.864 -0.454 -0.194
C23 -1.222 -0.838 1.156
H14 -1.566 -0.200 1.968
H15 -1.533 -1.871 1.335
H16 -1.517 0.706 -0.324
H17 0.575 -1.720 -2.113
H18 0.553 -0.053 -1.472
H19 0.349 -2.615 0.193
H20 2.876 -0.099 -0.471
H21 5.293 0.686 -1.251
H22 7.101 2.309 -0.709
H23 6.958 3.679 1.325

Record 3
One molecule with the formula C3H3ClS at a distorted geometry. Source: the OMol25 dataset; level of theory: ωB97M-V with the def2-TZVPD basis set.

Properties
LUMO level ... -1.20 eV
Charge ... 0
Molecular weight ... 106.6 g mol⁻¹
SMILES string ... C=C(Cl)C=S

Positions of all 8 atoms, in Å:
C1 0.357 -0.134 -0.041
C2 0.262 1.213 0.007
C3 -0.712 -1.090 -0.013
H1 -0.702 1.877 -0.085
H2 1.228 1.675 0.123
H3 -0.252 -1.997 -0.018
S1 -2.218 -0.663 0.016
Cl1 2.036 -0.882 0.011

Number 1: E_tot -439.4243 a.u.. Number 2: E_tot -1389.7432 a.u.. Number 3: E_tot -974.4205 a.u..